Entry 1:
CBr2S3 | wB97M-V/def2-TZVPD

Geometry (Å):
S 2.4339 -0.6138 0.2090
C 0.9489 -0.0480 0.0283
S -0.3755 -1.1600 -1.1470
Br -1.9481 -1.5085 0.2800
S 0.4048 1.3753 0.7807
Br -1.4640 1.9550 -0.1509

Orbital gap: 7.80 eV
Relative energy (zero: lowest compared OMol25 entry of this formula, charge and spin): 0.940 eV
E: -173626.4091 eV
Largest force on an atom: 0.05450 hartree/bohr

***

Entry 2:
C26H72BO17P3S7 | wB97M-V/def2-TZVPD

Geometry (Å):
C 3.4139 -2.6402 0.6285
C 3.5646 -1.7179 -0.5642
O 2.5946 -0.6421 -0.4340
P 3.1078 0.8634 -0.5603
O 4.3250 1.1793 0.1997
C 1.6511 1.7976 -0.0667
C 0.2670 1.1638 -0.3174
C -0.6560 1.1463 0.9118
P -1.4174 -0.5774 1.1463
C -2.5221 -0.4515 -0.2978
C -3.9185 0.0072 0.1308
C -4.9835 -0.4136 -0.9002
C -5.9112 -1.4287 -0.2829
O -6.6448 -1.2255 0.6422
O -5.7992 -2.6589 -0.8756
C -1.9285 -0.2587 2.8822
B -2.4713 1.2036 3.1822
O -1.6594 2.0921 3.8808
O -3.7288 1.5449 2.8114
P -2.1911 -2.8347 1.3419
O -3.6581 -3.0645 1.2127
O -1.6444 -3.5274 2.7207
O -1.3761 -3.6912 0.2239
O 3.3660 1.1091 -2.1113
C 2.3112 1.0812 -3.0918
C 1.9054 2.4889 -3.4933
H 3.7348 -3.6448 0.3556
H 3.9981 -2.2934 1.4805
H 2.3632 -2.6871 0.9219
H 3.3556 -2.2416 -1.4927
H 4.5687 -1.2954 -0.6109
H 1.7338 2.7409 -0.6122
H 1.8115 2.0233 0.9886
H -0.2279 1.7244 -1.1129
H 0.3951 0.1451 -0.6978
H -1.4449 1.8929 0.7603
H -0.0889 1.4069 1.8096
H -0.1432 -1.1494 0.9018
H -2.6091 -1.4405 -0.7541
H -2.0927 0.2143 -1.0483
H -3.9048 1.0923 0.2189
H -4.1694 -0.4114 1.1032
H -4.5211 -0.8765 -1.7699
H -5.5348 0.4424 -1.2726
H -5.6867 -3.3109 -0.1658
H -1.0428 -0.4929 3.4785
H -2.7054 -0.9812 3.1462
H -1.5260 2.9271 3.4230
H -4.1066 2.2398 3.3808
H -2.3969 -3.6572 3.3109
H -0.4578 -3.4053 0.1459
H 1.4684 0.4900 -2.7247
H 2.7248 0.5477 -3.9463
H 1.5959 2.5024 -4.5390
H 2.7926 3.1118 -3.4064
H 1.0822 2.8791 -2.8936
C 6.3004 5.2553 -5.2320
S 6.1673 3.6706 -4.3960
O 4.7315 3.2874 -4.4373
C 6.4680 4.2823 -2.7367
H 6.0887 5.0845 -6.2853
H 5.5687 5.9443 -4.8106
H 7.3127 5.6427 -5.1167
H 5.7214 5.0387 -2.4965
H 7.4758 4.6935 -2.6764
H 6.3691 3.4345 -2.0609
C 6.0724 -4.5980 -4.0509
S 5.9473 -4.8560 -2.2795
O 4.6619 -4.2333 -1.8512
C 7.2523 -3.7260 -1.8038
H 5.2995 -5.2012 -4.5222
H 5.9104 -3.5427 -4.2698
H 7.0553 -4.9218 -4.3926
H 7.0161 -2.7303 -2.1794
H 8.2003 -4.0873 -2.2007
H 7.2928 -3.7205 -0.7166
C -7.2801 -1.6813 -4.3880
S -6.2139 -0.2798 -4.7245
O -6.2058 0.5408 -3.4824
C -7.3065 0.5297 -5.8978
H -6.7918 -2.2822 -3.6218
H -8.2401 -1.3187 -4.0211
H -7.4043 -2.2671 -5.2988
H -8.2641 0.7298 -5.4174
H -7.4347 -0.1115 -6.7695
H -6.8340 1.4638 -6.1941
C -4.3687 5.5080 6.1084
S -5.3572 4.9399 4.7257
O -4.5496 3.8809 4.0549
C -5.1739 6.4085 3.7144
H -4.3215 4.6943 6.8287
H -3.3670 5.7525 5.7569
H -4.8489 6.3751 6.5615
H -4.1144 6.5898 3.5359
H -5.6350 7.2544 4.2235
H -5.6869 6.2202 2.7736
C -0.9879 0.2285 6.6078
S 0.4791 0.1151 7.6351
O 0.8502 1.5059 8.0058
C 1.5886 -0.3824 6.3110
H -1.8024 0.5834 7.2363
H -0.8099 0.9332 5.7958
H -1.2325 -0.7600 6.2159
H 1.5736 0.3786 5.5307
H 1.2750 -1.3500 5.9186
H 2.5872 -0.4624 6.7351
C 5.9389 -8.1755 -0.1277
S 7.2357 -7.2079 0.6491
O 8.3091 -7.0305 -0.3664
C 7.7971 -8.4902 1.7741
H 5.4981 -7.5539 -0.9040
H 6.3765 -9.0726 -0.5651
H 5.1836 -8.4307 0.6154
H 8.1042 -9.3620 1.1970
H 6.9931 -8.7424 2.4653
H 8.6452 -8.0894 2.3249
C -4.7692 3.1145 -2.3260
S -3.7204 3.9953 -1.1699
O -2.6030 3.0648 -0.8296
C -4.8618 3.9308 0.2168
H -4.2118 2.9770 -3.2499
H -5.0020 2.1429 -1.8995
H -5.6844 3.6709 -2.5257
H -5.0978 2.8898 0.4395
H -5.7644 4.4898 -0.0313
H -4.3631 4.3879 1.0696

Orbital gap: 7.72 eV
E: -167328.5565 eV
Largest force on an atom: 0.01907 hartree/bohr

***

Entry 3:
C32H45ClInN2O3 | wB97M-V/def2-TZVPD

Geometry (Å):
In -2.1116 -0.1177 -0.0288
Cl -3.1468 -0.0350 2.4184
N -0.5782 1.9742 0.0131
N -0.5562 -2.0654 0.0913
C -1.0763 2.7566 -0.9050
C -0.8778 -2.8528 -0.8994
C 0.6103 2.6672 0.6044
C 0.5036 4.0672 0.0004
C 1.9491 2.1116 0.1250
C 0.5156 2.7023 2.1211
H 2.0071 2.1615 -0.9751
H 2.1274 1.0749 0.4413
H 2.7485 2.7526 0.5146
H -0.3814 3.2671 2.4157
H 1.4017 3.2162 2.5148
H 0.4500 1.7009 2.5626
C 0.4663 -2.7738 0.9321
C 0.6676 -4.0771 0.1648
C -0.0939 -3.0485 2.3207
C 1.8078 -2.0673 1.0076
H 2.1646 -1.8311 -0.0005
H 2.5373 -2.7545 1.4648
H 1.7547 -1.1540 1.6131
H -1.0507 -3.5779 2.2378
H -0.2441 -2.1175 2.8844
H 0.6200 -3.6848 2.8668
O -0.2192 -4.0107 -0.9959
H 0.3740 -4.9667 0.7357
H 1.6956 -4.2015 -0.2175
O -0.5356 3.9670 -1.0246
H 1.4257 4.4001 -0.5006
H 0.1893 4.8296 0.7180
C -2.1336 2.3551 -1.8892
C -1.8631 -2.5354 -1.9812
C -1.3912 -1.2696 -2.6436
H -2.8476 -2.3678 -1.4937
H -1.9476 -3.3920 -2.6559
C -1.3676 -0.0513 -1.9923
C -1.5646 1.1657 -2.6107
H -3.7205 -0.2495 0.8224
C -0.8493 1.2247 -3.8003
C -0.3155 0.0441 -4.3398
C -0.4960 2.5528 -4.3409
C -0.6632 -1.2145 -3.8268
H 0.3692 0.1078 -5.1931
C -0.1326 -2.4761 -4.3916
H 0.6018 -2.2639 -5.1793
H -0.8983 -3.1313 -4.8492
H 0.3561 -3.0662 -3.6087
H -1.3684 3.1485 -4.6583
H 0.1645 2.4463 -5.2065
H 0.0249 3.1438 -3.5749
H -2.3916 3.2059 -2.5269
H -3.0320 2.0707 -1.3009
C 3.2352 -1.6553 4.4205
C 3.3191 -0.1451 4.6478
C 3.6194 0.5857 3.3327
C 2.0826 0.3983 5.3675
C 2.1879 1.1137 6.5447
C 1.0608 1.6041 7.1982
C -0.2166 1.3884 6.6899
C -0.4047 0.6723 5.5219
C -1.7915 0.3623 5.0151
C -2.2955 -0.9924 5.5016
C -2.8156 1.4582 5.3083
C 0.7682 0.1884 4.7973
O 0.6398 -0.3334 3.6513
H 2.3918 -1.8771 3.7512
H 3.0660 -2.1742 5.3703
H 4.1577 -2.0380 3.9701
H 4.1622 0.0482 5.3311
H 2.7848 0.4665 2.6322
H 3.7693 1.6575 3.5029
H 4.5260 0.1776 2.8662
H 3.1888 1.2793 6.9573
H 1.1718 2.1621 8.1313
H -1.0961 1.7732 7.2140
H -1.6945 0.2857 3.9140
H -2.4890 -0.9457 6.5789
H -3.2245 -1.2600 4.9810
H -1.5495 -1.7704 5.3071
H -2.4209 2.4412 5.0099
H -3.7274 1.2711 4.7437
H -3.0527 1.4792 6.3778

Total charge: -1
Orbital gap: 5.24 eV
Relative energy (zero: lowest compared OMol25 entry of this formula, charge and spin): 2.548 eV
E: -60732.2062 eV
Largest force on an atom: 0.07988 hartree/bohr

***

Q: What is the formula in the first record?
A: CBr2S3